Here is C56H117HgN6O8 as an isolated structure at a distorted geometry from OMol25. Energies are from ωB97M-V/def2-TZVPD.

The geometry in XYZ format:
```
188
Properties=species:S:1:pos:R:3:forces:R:3
Hg -1.048391 -0.552278 -2.735085 -0.3 0.1 -0.3
C 0.660919 1.661292 0.345775 2.8 0.4 0.2
C -0.023982 0.780038 -0.645628 0.5 0.3 0.7
O 0.671619 -0.005047 -1.389094 -0.1 0.6 0.2
O -1.256935 0.850123 -0.724128 -1.0 -0.2 -0.6
H 0.213381 2.588174 0.670148 -0.9 0.2 -0.5
H 1.677315 1.936625 -0.079695 -1.0 -0.4 0.5
H 0.869306 1.181303 1.310552 0.0 -0.5 -0.4
C -3.003702 -2.372924 -4.897416 0.5 0.1 -0.2
C -2.035861 -3.255100 -4.115565 0.0 -0.4 0.7
C -0.568349 -3.182873 -4.602531 -0.5 -1.5 -0.3
C 0.444569 -3.849002 -3.630300 -0.5 -1.1 -1.0
C 0.464030 -3.270923 -2.232491 -0.3 0.8 -0.5
C -0.954478 -3.314607 -1.661015 -1.6 -0.9 0.4
N -1.971245 -2.679851 -2.713008 2.2 0.7 0.4
O -3.234840 -2.381730 -2.196731 -0.1 -1.4 0.3
C -1.299345 -4.768400 -1.260222 -0.2 -0.6 -0.8
C -1.070384 -2.576751 -0.351964 -1.7 1.7 0.3
C -2.528592 -4.748777 -4.183604 0.3 0.3 -0.3
H -2.737131 -1.297218 -4.943214 -0.2 -0.8 0.4
H -4.060545 -2.560245 -4.683439 0.3 0.2 0.3
H -2.833577 -2.721837 -5.884666 -0.1 -0.2 -1.4
H -0.525323 -3.693259 -5.604070 0.0 0.5 0.9
H -0.269882 -2.161760 -4.762503 0.1 0.7 -0.1
H 1.378546 -3.686496 -4.096321 1.3 0.3 -0.4
H 0.389357 -4.975827 -3.654931 -0.4 1.1 0.2
H 0.979276 -2.249662 -2.256114 -1.0 -1.1 0.3
H 1.034921 -3.903426 -1.564551 0.4 0.0 0.1
H -2.341227 -4.865079 -0.905656 0.4 0.2 0.0
H -1.173651 -5.533250 -2.064670 0.2 0.7 0.8
H -0.626446 -4.978101 -0.412703 -0.4 -0.2 -0.3
H -2.042140 -2.657747 0.238641 1.1 -0.3 -1.1
H -0.283693 -2.813361 0.327254 0.7 -0.5 0.3
H -0.972629 -1.511770 -0.552577 0.0 0.1 0.4
H -3.038389 -5.016202 -5.122633 0.9 0.5 -0.3
H -3.374329 -4.943120 -3.562769 -0.4 0.0 1.3
H -1.721984 -5.469153 -3.955686 -0.6 0.4 -0.3
H -3.640830 -3.266567 -2.067351 -0.2 0.6 0.2
C 1.774261 3.093974 6.075029 -0.5 0.6 -1.1
C 0.327490 3.511044 5.600582 -0.2 -2.0 -1.0
C -0.455645 3.872065 6.838338 0.7 -0.1 1.4
C -1.740340 4.641522 6.729873 0.0 -0.6 -2.5
C -1.517749 5.853993 5.799545 2.6 -0.3 1.6
C -0.917141 5.470450 4.463611 0.4 -1.2 -0.7
N 0.345404 4.677775 4.752652 0.2 0.9 -0.4
O 0.911220 4.292593 3.489734 -0.8 -0.3 0.1
C -1.959745 4.646063 3.703954 -0.9 0.4 0.8
C -0.408020 6.649657 3.617040 0.5 0.3 0.0
C -0.299785 2.263850 4.797719 0.9 -0.6 2.6
H 1.744167 2.537323 6.989325 -0.4 -0.9 0.3
H 2.381964 3.933698 6.375822 0.0 0.8 -0.3
H 2.325448 2.557017 5.288297 -0.3 0.0 0.3
H -0.605980 2.960583 7.436443 0.1 0.2 -0.1
H 0.217568 4.521177 7.408670 0.1 -0.1 0.2
H -2.082087 4.906388 7.678628 -0.3 0.8 1.6
H -2.493586 3.933132 6.386987 -0.4 0.2 -0.5
H -0.741000 6.484197 6.305674 -0.4 -0.4 -0.2
H -2.331394 6.498665 5.709795 -1.7 0.8 -0.4
H -2.795813 5.180392 3.268003 0.2 0.8 -0.3
H -1.529233 4.037509 2.979008 0.9 -0.8 -1.6
H -2.503982 3.969163 4.333539 0.0 -0.4 0.7
H 0.693179 6.739432 3.736020 -0.8 0.4 0.4
H -0.523673 6.549017 2.536577 -0.3 -0.4 0.1
H -0.932025 7.565773 3.887647 0.2 0.1 0.1
H -0.201404 1.336775 5.472352 0.1 1.2 -1.1
H 0.184000 2.100982 3.838279 0.0 0.0 0.1
H -1.350475 2.410817 4.679057 -0.6 0.0 -0.2
H 1.766808 4.696079 3.504175 0.8 0.4 0.0
C -7.641663 1.949703 2.905254 2.1 -1.3 1.4
C -6.377974 1.562100 2.050119 -0.4 0.6 0.9
C -5.127493 2.295520 2.624730 0.5 -0.8 0.3
C -3.762152 1.571567 2.360452 -1.2 0.9 -1.2
C -3.896550 0.112245 2.670331 -0.9 -1.3 0.9
C -5.014525 -0.623999 1.876496 -0.4 0.0 -0.7
N -6.266085 0.085100 2.252046 0.5 0.6 0.2
O -7.390866 -0.530445 1.645162 0.5 -0.1 -1.1
C -4.735703 -0.708191 0.310824 1.4 0.8 0.9
C -5.166378 -2.069246 2.391726 2.1 0.0 -0.1
C -6.606583 2.007730 0.613991 -0.6 -1.0 0.8
H -8.549187 1.599374 2.453459 -0.5 -0.2 -0.1
H -7.724292 2.985685 3.154291 0.1 0.9 -0.3
H -7.419415 1.445175 3.905439 -0.8 0.4 -1.2
H -5.138918 3.317766 2.194276 0.1 -0.5 0.6
H -5.159280 2.298202 3.725639 -0.5 0.4 -0.2
H -2.999028 1.991827 3.014802 0.1 0.2 -0.3
H -3.505668 1.748420 1.279727 0.2 -0.3 1.0
H -4.089725 -0.094980 3.771628 -0.1 0.6 -1.1
H -2.962396 -0.391139 2.526328 0.7 -0.4 -0.5
H -3.888395 -1.401477 0.106383 -0.4 0.4 0.3
H -5.592567 -1.141364 -0.169257 -0.6 0.1 -0.4
H -4.419761 0.285477 -0.137275 -0.6 -1.2 0.5
H -5.884297 -2.693808 1.906211 -0.6 0.0 -0.6
H -4.180390 -2.591133 2.306071 -0.5 0.4 -0.2
H -5.351341 -2.094943 3.441659 -0.4 0.2 0.9
H -6.871366 3.041332 0.587192 -0.2 0.8 0.0
H -7.432205 1.405833 0.252292 -0.1 0.0 -0.5
H -5.725407 1.834881 0.057735 0.8 -0.1 -0.9
H -8.034692 -0.650001 2.333797 -0.2 -0.1 0.7
C 2.697583 -5.008329 1.169814 -1.5 0.7 -0.1
C 2.448393 -5.084526 2.681316 -1.0 0.0 -0.4
C 3.768488 -4.977741 3.405967 0.1 1.9 -0.7
C 4.251619 -3.502450 3.224740 0.0 -0.5 -0.5
C 3.258199 -2.535895 3.911460 1.4 -0.6 -0.7
C 1.911927 -2.567807 3.255412 -1.3 1.0 -0.1
N 1.508267 -3.947492 3.142088 0.4 -2.5 -0.3
O 0.355393 -4.030948 2.307307 -0.2 0.1 0.0
C 0.848241 -1.916314 4.172154 -0.5 -1.4 0.5
C 1.929017 -1.722071 1.946561 0.5 -1.6 -1.3
C 1.823269 -6.486001 2.938424 1.1 1.1 -0.5
H 3.142855 -5.876058 0.750440 0.6 -1.0 0.0
H 3.311485 -4.169710 0.885244 0.0 0.3 -0.2
H 1.692431 -4.941468 0.707850 0.6 0.2 -0.1
H 3.684019 -5.221313 4.446609 -0.2 0.0 0.7
H 4.469797 -5.675846 2.979362 0.3 -0.3 -0.3
H 4.527237 -3.259669 2.144148 -0.9 -0.2 1.2
H 5.191136 -3.366610 3.700521 1.0 0.0 0.7
H 3.661637 -1.549910 3.758581 0.1 0.6 0.4
H 3.262197 -2.774685 4.982695 -0.3 0.1 -0.2
H -0.192608 -2.238699 3.861642 1.2 0.5 0.3
H 1.039721 -2.293552 5.206962 -0.4 0.5 -0.7
H 0.897073 -0.843235 4.128292 0.1 0.5 0.2
H 2.251821 -2.383101 1.062539 -0.4 1.2 1.2
H 0.950413 -1.294625 1.688600 0.2 -0.2 0.2
H 2.651763 -0.918694 2.083631 -0.1 0.1 -0.2
H 2.502441 -7.175909 2.442738 0.0 -0.3 0.3
H 0.859962 -6.652019 2.542185 -1.1 0.2 -0.9
H 1.717160 -6.712081 3.963460 0.3 -0.2 1.4
H -0.370114 -4.159728 2.928418 0.0 -0.1 0.0
C 0.025330 2.646958 -5.914067 -0.9 0.7 0.5
C 0.029945 1.925472 -4.621607 1.4 -0.4 1.8
C 0.297133 2.891870 -3.434205 -0.5 -1.2 -0.6
C -0.828847 3.827331 -3.251580 0.2 2.5 -0.3
C -2.132575 3.117509 -3.041940 -0.3 -0.8 2.3
C -2.530597 1.975406 -3.989910 1.6 0.4 0.7
N -1.238100 1.175231 -4.377731 -1.0 0.2 0.7
O -1.542964 0.367938 -5.491671 0.0 -1.7 1.4
C -3.509765 0.994615 -3.331497 0.1 0.5 -0.4
C -3.184651 2.620428 -5.147068 -1.4 1.3 -1.8
C 1.214999 0.936519 -4.572393 0.6 0.8 1.1
H -0.763776 3.377120 -5.961480 -0.1 0.3 -0.2
H -0.099420 1.944915 -6.683273 0.1 -0.7 -1.5
H 0.948137 3.151892 -6.006319 1.1 0.5 -0.4
H 0.378453 2.337363 -2.507450 0.3 -0.4 0.1
H 1.258829 3.336507 -3.630204 0.3 0.4 0.0
H -0.951578 4.472019 -4.129513 0.3 0.1 -0.1
H -0.553781 4.561236 -2.425821 -0.8 -1.0 -0.7
H -2.946651 3.854909 -3.056517 0.1 -0.3 0.2
H -2.062580 2.664721 -2.024353 -0.3 0.4 -0.5
H -3.268912 0.710674 -2.305505 0.8 -0.6 -0.2
H -4.415435 1.538093 -3.078356 -0.5 0.0 -0.7
H -3.669592 0.179113 -4.062567 -0.4 0.3 0.9
H -4.075309 3.199702 -4.811626 0.5 -0.7 0.0
H -2.625947 3.396421 -5.700290 0.1 -0.5 0.5
H -3.551890 1.929381 -5.895850 -0.1 -0.3 -0.2
H 1.252089 0.487940 -3.567880 0.1 -0.1 -0.3
H 2.223273 1.407625 -4.698541 -1.0 0.1 0.1
H 1.192827 0.200728 -5.320304 -0.4 -1.2 -1.1
H -1.507196 0.866387 -6.278248 0.0 1.4 -1.5
C 8.482258 -1.217292 -3.626696 1.4 -1.1 1.7
C 7.059627 -1.011246 -3.209645 -2.1 1.1 -0.1
C 6.545236 -1.941520 -2.135365 0.5 0.2 1.2
C 5.121988 -1.582941 -1.603597 0.3 0.2 -1.5
C 5.121552 -0.132088 -1.053951 -1.5 -1.5 -0.4
C 5.692821 0.887205 -2.028819 -1.6 0.5 -0.9
N 6.936981 0.382240 -2.572941 1.2 -1.3 -0.3
O 7.375792 1.326629 -3.501299 -0.9 0.8 -1.4
C 4.599347 1.288865 -3.080606 0.2 0.0 1.5
C 5.940300 2.161878 -1.206564 0.1 -1.6 -0.6
C 6.254937 -1.258060 -4.497916 0.2 0.6 1.4
H 9.113149 -0.828324 -2.833211 0.4 0.1 0.1
H 8.818286 -0.806594 -4.546037 -0.3 0.8 -0.9
H 8.778637 -2.275748 -3.710507 -0.5 0.1 0.2
H 6.592100 -2.927732 -2.548137 -0.2 -0.8 -0.2
H 7.290426 -1.939229 -1.301899 -0.7 0.1 -0.3
H 4.807313 -2.352788 -0.910085 0.1 0.1 0.7
H 4.347346 -1.709199 -2.408992 0.8 0.4 0.3
H 5.734371 -0.134332 -0.181095 0.5 0.1 0.9
H 4.061988 0.118089 -0.741580 1.2 0.1 -0.4
H 3.790143 1.734628 -2.500906 -0.4 -0.4 0.0
H 4.870744 2.068583 -3.740775 0.9 0.8 -0.7
H 4.253840 0.488431 -3.679714 -0.5 -0.9 -0.4
H 6.628984 1.785211 -0.469635 0.6 0.8 0.5
H 6.292332 2.956840 -1.847667 0.2 0.3 0.2
H 4.984442 2.343802 -0.743145 -0.2 0.7 0.3
H 5.225659 -1.056539 -4.462417 -1.4 0.2 0.3
H 6.391402 -2.245413 -4.837407 0.3 -1.4 -0.3
H 6.663665 -0.624676 -5.204158 0.7 1.4 -1.8
H 8.298570 1.518260 -3.390580 0.7 -0.2 0.7
```
Forces are in eV/Å.

The orbital gap is 7.264 eV. The net charge is +1. For the energy above the lowest of the compared OMol25 structures with the same formula, charge and spin, the calculation gives 0.000 eV. Its spin multiplicity is 1.